1.
Entry from the OMol25 dataset: a cluster of 2 separate species, C4H11N3S in total at a distorted geometry (ωB97M-V/def2-TZVPD).

Last column: Mulliken charge in e.
Atoms and positions in Å:
C 0.9915 0.7986 0.1934  0.80
C -1.7847 -0.8202 1.3343  -1.01
C 0.4102 -1.1758 -1.2048  -0.80
C -1.3066 0.0300 0.1304  -0.97
N 0.7276 1.8570 0.9348  -0.46
N 0.0892 -0.1606 -0.2598  0.14
N 2.3210 0.6008 -0.0066  -0.46
S 3.2575 -0.3352 -0.9620  -0.45
H -1.3864 -1.8315 1.2385  0.32
H -1.3547 -0.4839 2.2492  0.30
H -2.8639 -0.7310 1.4510  0.37
H 0.0962 -0.8551 -2.1615  0.40
H 1.5254 -1.2742 -1.3305  0.04
H 0.0187 -2.1363 -0.9398  0.30
H -1.8647 -0.4194 -0.6338  0.39
H -1.4668 0.9926 0.4850  0.46
H -0.0620 1.7750 1.5822  0.16
H 1.3928 2.4614 1.3761  0.25
H 3.1064 1.7714 0.3327  0.22

Forces on the atoms, in the same order (eV/Å):
4.015 -3.441 -1.771
1.011 -0.258 -0.262
1.573 -0.411 -0.469
0.993 -2.732 1.590
-3.803 1.602 2.187
0.360 3.042 2.573
0.707 5.100 1.685
1.884 -1.210 -1.149
-0.665 -0.241 -0.139
0.413 0.548 0.865
-0.010 -0.408 -0.227
-0.816 0.054 -1.256
-1.276 -0.029 0.419
-0.521 -0.463 0.285
-1.153 0.662 -1.696
-0.707 2.105 -0.741
0.260 0.030 -0.619
0.929 -0.387 -0.582
-3.195 -3.563 -0.693

Values from the calculation:
* calculated total energy: -19627.89507 eV
* spin multiplicity: 1
* HOMO-LUMO gap: 0.245 hartree
* lowest unoccupied orbital energy: 0.0073 hartree
* energy relative to the best compared isomer or geometry (same formula, charge and spin): 411.6 kJ/mol

=====

2.
Entry from the OMol25 dataset: a structure of composition C24H28N6Pd at a distorted geometry (ωB97M-V/def2-TZVPD).

Last column: Mulliken charge in e.
Atoms and positions in Å:
Pd 0.0941 -0.4464 -1.2191  -0.82
C -4.1596 0.2135 -2.3756  -0.51
C -2.8199 -0.1637 -2.5631  -0.58
N -1.8064 0.5814 -2.1812  -0.49
C -2.0388 1.7838 -1.6017  0.30
C -3.3607 2.2716 -1.4144  1.46
C -4.4240 1.4270 -1.8038  -0.78
C -3.5719 3.5395 -0.8333  -0.93
C -2.4881 4.2704 -0.4173  -0.81
C -1.1786 3.8026 -0.5636  -0.83
C -0.8931 2.5602 -1.1433  0.36
N 0.3029 1.9601 -1.2386  0.07
C 1.5232 2.4965 -1.2120  -0.06
C 1.8577 3.8572 -1.3133  -0.79
C 3.1723 4.3074 -1.1921  -0.75
C 4.2218 3.4413 -0.9990  -0.95
C 3.9731 2.0545 -1.0173  1.31
C 5.0134 1.1022 -0.9475  -0.62
C 4.7327 -0.2296 -1.0745  -0.77
C 3.3965 -0.6159 -1.2659  -0.30
N 2.3987 0.2379 -1.2876  0.02
C 2.6436 1.5619 -1.1565  -0.05
H -4.9550 -0.4550 -2.6801  0.40
H -2.5742 -1.1012 -3.0506  0.44
H -5.4428 1.7570 -1.6344  0.39
H -4.5831 3.9107 -0.7159  0.35
H -2.6458 5.2393 0.0432  0.37
H -0.3688 4.3996 -0.1695  0.59
H 1.0727 4.5754 -1.5021  0.64
H 3.3664 5.3731 -1.2406  0.36
H 5.2363 3.7990 -0.8694  0.34
H 6.0304 1.4536 -0.8129  0.38
H 5.5166 -0.9758 -1.0528  0.36
H 3.1476 -1.6618 -1.4161  0.46
N 0.4591 -4.3737 3.5984  -0.13
C 0.0495 -3.3832 2.5217  -0.10
C -0.6510 -2.1918 3.1419  -1.30
C -0.8149 -1.1499 2.0064  -0.02
N 0.5122 -0.7667 1.5337  -0.10
C -1.6531 -1.7795 0.8896  -0.01
C -1.0798 -3.0922 0.3235  0.02
N 0.1199 -2.9948 -0.5042  -0.67
C -0.8100 -4.0744 1.4833  -1.37
H 1.0800 -3.9167 4.2644  0.40
H 0.9347 -5.1734 3.1830  0.37
H -0.3667 -4.7048 4.0958  0.37
H 0.9713 -3.0159 2.0699  0.34
H -0.0513 -1.7572 3.9501  0.54
H -1.6338 -2.4695 3.5373  0.42
H -1.3820 -0.2992 2.4026  0.48
H 0.4573 -0.3589 0.5240  -0.03
H 0.9030 -0.0364 2.1213  0.38
H -1.7217 -1.0550 0.0647  -0.79
H -2.6654 -1.9599 1.2698  0.66
H -1.8543 -3.5500 -0.2980  0.40
H -0.0139 -2.2774 -1.2911  0.42
H 0.8879 -2.6134 0.0352  0.20
H -0.3031 -4.9515 1.0691  0.54
H -1.7629 -4.3819 1.9296  0.41

Forces on the atoms, in the same order (eV/Å):
-0.046 0.832 -1.426
-0.114 0.018 0.005
0.026 0.198 -0.020
-0.011 -0.305 0.015
-0.272 0.156 0.108
0.247 -0.194 -0.082
0.044 -0.026 -0.024
-0.033 0.230 0.148
-0.274 -0.062 -0.078
0.151 -0.112 -0.055
0.078 0.321 0.112
-0.001 -0.497 -0.051
-0.150 0.271 -0.006
-0.134 -0.099 0.017
0.263 -0.123 0.035
0.018 0.266 0.011
-0.227 -0.179 -0.069
-0.037 -0.039 0.019
0.093 0.079 0.017
0.010 0.084 0.040
-0.026 -0.229 0.020
0.312 0.205 0.029
-0.004 0.030 -0.020
0.000 -0.022 0.043
-0.008 0.001 -0.029
0.016 -0.006 0.006
0.005 -0.003 0.010
-0.051 -0.034 -0.002
0.062 -0.016 0.033
-0.016 0.005 -0.012
-0.013 0.004 -0.032
0.012 -0.028 -0.023
-0.008 -0.008 0.006
-0.034 0.002 0.011
-0.055 0.147 -0.101
-0.203 0.204 -0.192
0.117 0.155 -0.112
-0.024 -0.040 0.016
0.021 0.133 -0.082
0.177 0.037 -0.106
-0.042 -0.004 0.089
-0.027 -0.183 -0.050
0.054 0.019 -0.166
0.047 -0.050 0.085
0.037 -0.065 0.012
-0.024 -0.058 0.045
0.118 -0.103 0.107
-0.011 -0.026 -0.004
0.008 -0.052 0.051
-0.005 -0.042 0.056
0.097 -0.307 1.214
-0.043 0.026 -0.057
-0.038 -0.027 0.002
-0.003 -0.006 0.001
-0.006 0.040 -0.006
-0.090 -0.587 0.274
0.020 0.122 0.082
-0.024 -0.026 0.038
0.021 -0.025 0.050

Values from the calculation:
* calculated total energy: -37759.95719 eV
* spin multiplicity: 1
* HOMO-LUMO gap: 0.139 hartree
* lowest unoccupied orbital energy: -0.0456 hartree
* energy relative to the best compared isomer or geometry (same formula, charge and spin): 122.1 kJ/mol

=====

3.
Entry from the OMol25 dataset: a cluster of 10 separate species, C19H54F3O12S in total at a distorted geometry (ωB97M-V/def2-TZVPD).

Last column: Mulliken spin population.
Atoms and positions in Å:
C -1.3119 -0.5319 0.2220  0.00
F -1.1863 -1.5649 -0.5606  0.00
F -2.3789 0.1832 -0.1188  0.00
F -1.4659 -0.8836 1.4773  0.00
S 0.2863 0.6094 0.1484  0.00
O 0.0612 1.7720 1.0725  0.00
O 1.4164 -0.2577 0.6578  0.00
O 0.3442 1.0755 -1.2742  0.01
C -2.8727 1.7038 5.1720  0.00
C -2.1896 1.3693 3.8822  0.00
O -1.3959 2.4645 3.4189  0.00
H -3.4115 2.6474 5.0869  0.00
H -2.1388 1.9485 5.9399  0.00
H -3.6552 1.0034 5.4638  0.00
H -2.9258 0.9519 3.1952  0.00
H -1.6594 0.4359 4.0707  0.00
H -0.7871 2.2110 2.7213  0.00
C 3.5664 5.1381 -0.5595  0.00
C 2.9131 3.8863 0.0937  0.00
O 2.1469 3.3646 -0.9486  0.03
H 4.2521 5.7022 0.0728  0.00
H 2.7424 5.7936 -0.8414  0.00
H 4.1275 4.9114 -1.4661  0.00
H 2.3642 3.9589 1.0326  0.00
H 3.7905 3.2846 0.3310  0.00
H 1.3921 2.9767 -0.4998  0.00
C 1.5946 0.7787 4.8411  0.00
C 1.2644 -0.5090 4.0426  0.00
O 2.3636 -0.6749 3.1156  0.00
H 2.6125 0.9500 5.1915  0.00
H 1.0924 0.8481 5.8060  0.00
H 1.3481 1.6592 4.2479  0.00
H 0.3118 -0.4195 3.5205  0.00
H 1.1558 -1.3653 4.7082  0.00
H 2.0612 -0.4603 2.2301  0.00
C -0.1439 -4.1268 1.4934  0.00
C -0.2864 -5.6562 1.3231  0.00
O 0.6865 -6.0572 0.4366  0.00
H -0.2543 -3.6816 0.5046  0.00
H 0.8829 -3.9169 1.7929  0.00
H -0.8721 -3.6727 2.1655  0.00
H -1.2131 -5.7855 0.7640  0.00
H -0.3069 -6.1676 2.2855  0.00
H 1.5521 -5.8593 0.8014  0.00
C 1.7898 -2.7044 -2.0828  0.00
C 1.4433 -2.3546 -3.5219  0.00
O 2.1283 -1.2109 -4.0236  0.00
H 1.2858 -3.5899 -1.6957  0.00
H 1.4755 -1.9301 -1.3830  0.00
H 2.8520 -2.8978 -1.9327  0.00
H 0.3706 -2.2068 -3.6469  0.00
H 1.6873 -3.1952 -4.1715  0.00
H 2.5951 -1.5041 -4.8095  0.00
C -2.5195 1.8352 -4.5602  0.00
C -1.5524 0.6691 -4.1601  0.00
O -0.4428 0.6290 -5.0048  0.00
H -2.7711 1.6453 -5.6036  0.00
H -2.1291 2.8485 -4.4649  0.00
H -3.3730 1.7473 -3.8879  0.00
H -2.1984 -0.2066 -4.2215  0.00
H -1.1283 0.8443 -3.1713  0.00
H -0.6981 0.2060 -5.8279  0.00
C 5.4430 0.4345 -0.3134  0.20
C 4.4412 -0.4715 -1.0484  0.00
O 3.3262 0.3764 -1.1662  0.71
H 5.8353 1.1376 -1.0482  -0.01
H 6.1820 -0.2740 0.0610  0.02
H 5.0992 0.8966 0.6120  0.00
H 4.1879 -1.3363 -0.4351  0.01
H 4.9551 -0.7054 -1.9808  0.02
H 2.7827 0.2637 -0.3829  0.00
C -2.5900 3.6946 0.7092  0.00
C -2.4582 3.3277 -0.8222  0.00
O -2.1968 4.4108 -1.6210  0.00
H -2.9281 2.8234 1.2703  0.00
H -3.2866 4.5232 0.8373  0.00
H -1.6263 4.0031 1.1144  0.00
H -3.3373 2.8509 -1.2558  0.00
H -1.6621 2.6102 -1.0211  0.00
H -2.7133 5.1981 -1.4336  0.00
C -4.1535 -2.7936 -1.1452  0.00
C -3.5378 -4.1222 -0.8323  0.00
O -3.8680 -5.0896 -1.8810  0.00
H -3.7951 -2.0811 -0.4022  0.00
H -5.2361 -2.8888 -1.2283  0.00
H -3.7709 -2.4523 -2.1071  0.00
H -3.8285 -4.3714 0.1882  0.00
H -2.4750 -3.8837 -0.8722  0.00
H -3.4774 -4.7425 -2.6864  0.00

Forces on the atoms, in the same order (eV/Å):
1.324 2.398 0.465
0.092 -0.714 -0.499
0.136 0.000 -0.378
-0.040 -0.746 0.752
-0.586 2.611 -0.537
0.217 -2.453 -1.389
-1.033 0.851 -1.843
0.328 -1.849 2.811
-0.347 1.604 0.204
0.167 -0.871 -0.063
-0.881 -0.502 0.949
-0.134 0.204 -0.355
-0.019 -0.610 0.273
0.496 -0.393 0.148
-0.370 0.850 -0.779
1.055 0.133 0.076
-0.001 -0.432 -0.331
-0.839 0.589 0.914
2.236 1.154 -0.969
-0.423 -0.861 0.452
-0.088 -0.104 0.322
0.137 0.214 -0.111
-0.221 -0.514 0.036
-0.154 0.720 -0.136
0.041 -0.861 0.121
-0.600 -0.356 -0.545
-0.642 0.192 0.409
1.534 1.228 0.216
-0.318 -0.681 0.794
0.464 -0.800 -0.671
-0.782 -0.057 -0.148
-0.184 0.007 0.033
0.038 0.208 -0.129
0.405 -0.200 -0.090
-0.334 0.014 -0.044
0.059 -0.518 -0.165
-1.261 2.204 -0.045
1.263 -1.127 -0.797
-0.109 0.046 0.006
-0.019 0.255 0.417
0.138 -0.041 0.138
-0.267 -0.501 0.431
0.087 -0.273 -0.042
0.125 -0.015 0.050
-0.098 0.252 0.407
-0.097 -0.585 -0.240
0.343 -0.113 0.426
-0.205 -0.225 -0.441
0.124 0.326 -0.121
0.169 0.107 -0.211
-0.132 0.206 0.231
0.020 -0.282 0.070
0.002 0.262 -0.016
0.654 -0.859 0.525
-0.901 2.053 0.053
0.621 -0.552 -0.621
-0.455 0.186 0.007
0.334 -0.199 0.068
-0.367 0.121 -0.302
0.372 -0.527 0.265
-0.349 -0.300 0.136
0.036 0.076 -0.131
0.820 0.367 0.842
-0.788 -0.024 0.247
2.151 -0.338 -2.248
0.066 0.069 0.449
0.352 -0.053 -0.384
-0.433 0.270 -0.328
-0.026 -0.012 -0.074
-0.864 0.031 -0.276
-1.934 -0.326 1.847
0.251 -0.627 -1.548
-0.658 -0.587 1.493
1.204 1.765 -1.370
-0.051 0.128 0.068
-0.192 -0.063 -0.012
-0.016 -0.055 -0.112
-0.614 -0.325 0.629
0.227 0.140 0.359
-0.228 -0.287 0.337
-0.200 0.167 -0.422
0.352 0.546 -1.386
0.072 0.285 1.675
-0.540 0.186 0.077
-0.024 0.367 0.282
-0.061 0.152 -0.144
-0.054 -1.033 -0.384
0.395 -0.729 0.376
0.031 0.036 -0.056

Values from the calculation:
* calculated total energy: -64128.90395 eV
* spin multiplicity: 2
* expectation value of S²: 0.75
* HOMO-LUMO gap (spin up / spin down): 0.342 / 0.136 hartree
* lowest unoccupied orbital energy (spin up / spin down): -0.0023 / -0.2082 hartree

=====

4.
Entry from the OMol25 dataset: a cluster of 2 separate species, C5H7NO in total at a distorted geometry (ωB97M-V/def2-TZVPD).

Last column: Mulliken charge in e.
Atoms and positions in Å:
C 0.6084 -2.5667 0.6824  0.28
C 0.8628 -1.3881 0.6370  -0.38
C -3.0776 0.1755 0.2130  -0.40
C 2.1327 0.4739 -0.4835  -0.98
C 1.1641 0.0605 0.5808  0.27
N -2.1899 1.0338 -0.1074  -0.18
O 0.6421 0.7668 1.4114  -0.52
H 0.3850 -3.6017 0.5441  0.42
H -3.7006 0.0826 -0.6892  0.12
H 3.1765 0.0892 -0.2045  0.28
H 2.0881 1.5188 -0.6571  0.32
H 1.6574 0.1299 -1.4754  0.29
H -2.2805 1.7342 -0.8887  0.24
H -1.4684 1.4915 0.4372  0.23

Forces on the atoms, in the same order (eV/Å):
0.154 0.699 -0.520
0.085 -0.414 -0.116
-0.454 -1.482 0.483
-0.338 -1.148 -1.197
-0.323 -1.048 0.939
1.091 3.934 -1.799
0.177 0.548 -0.447
0.009 0.104 0.311
-0.395 0.035 0.098
-1.565 0.437 -0.933
0.438 1.233 0.584
1.356 -0.386 1.338
-0.233 -1.362 -0.017
-0.002 -1.150 1.274

Values from the calculation:
* calculated total energy: -8830.83377 eV
* spin multiplicity: 1
* HOMO-LUMO gap: 0.307 hartree
* lowest unoccupied orbital energy: 0.0097 hartree
* energy relative to the best compared isomer or geometry (same formula, charge and spin): 518.0 kJ/mol